{"formula": "C48H42NO4ReS4", "method": "ωB97M-V/def2-TZVPD", "symbols": ["Re", "O", "C", "C", "C", "C", "C", "C", "C", "C", "C", "O", "C", "C", "C", "C", "C", "C", "C", "C", "C", "C", "C", "C", "N", "C", "C", "C", "C", "C", "C", "C", "C", "C", "C", "C", "C", "H", "H", "H", "H", "H", "H", "H", "H", "H", "H", "H", "H", "H", "H", "H", "H", "H", "H", "H", "H", "H", "H", "H", "H", "H", "H", "H", "C", "S", "C", "O", "H", "H", "H", "H", "H", "H", "O", "C", "C", "C", "C", "C", "S", "C", "C", "C", "C", "S", "C", "C", "C", "C", "S", "H", "H", "H", "H", "H", "H", "H", "H", "H"], "coordinates": [[0.72848, 0.19564, -0.04121], [1.57099, -0.58239, -1.52507], [1.00863, -1.36882, -2.57998], [-0.51997, -1.35051, -2.41109], [-0.96939, -1.99868, -1.13611], [-1.84528, -3.06814, -1.15583], [-2.21044, -3.66899, 0.03340], [-1.62828, -3.23037, 1.21052], [-0.72261, -2.18347, 1.18858], [0.10091, -1.89069, 2.41354], [0.14196, -0.44408, 2.92261], [0.69281, 0.37365, 1.91519], [-1.24522, 0.07128, 3.30568], [-2.18645, -0.75116, 3.91884], [-3.42973, -0.25194, 4.27777], [-3.73926, 1.08190, 4.04863], [-2.79433, 1.91342, 3.46804], [-1.55608, 1.40957, 3.09635], [1.07515, -0.31638, 4.13072], [1.59247, -1.39796, 4.83054], [2.45627, -1.19986, 5.90315], [2.80682, 0.08085, 6.29075], [2.28203, 1.16997, 5.60387], [1.42327, 0.97155, 4.53791], [-0.46195, -1.53932, 0.02964], [1.51752, -2.80203, -2.49657], [1.34547, -3.64223, -3.59249], [1.71098, -4.97646, -3.52187], [2.26058, -5.48837, -2.35474], [2.44593, -4.65419, -1.26349], [2.07375, -3.31846, -1.33327], [1.44356, -0.69469, -3.87292], [2.80912, -0.50631, -4.07126], [3.27509, 0.10161, -5.22178], [2.37994, 0.52479, -6.19824], [1.02239, 0.34159, -6.00746], [0.55381, -0.26532, -4.84708], [-0.87091, -0.31873, -2.45684], [-0.98429, -1.89021, -3.23685], [-2.23141, -3.41275, -2.10380], [-2.91214, -4.49158, 0.04219], [-1.84278, -3.71513, 2.15176], [-0.26027, -2.55600, 3.19618], [1.12949, -2.20382, 2.19877], [-1.95911, -1.78651, 4.14216], [-4.15349, -0.90369, 4.74886], [-4.70867, 1.46966, 4.33072], [-3.01951, 2.95603, 3.28369], [-0.83555, 2.05353, 2.61405], [1.34485, -2.41458, 4.55654], [2.84974, -2.05527, 6.43553], [3.47410, 0.23330, 7.12786], [2.53258, 2.17680, 5.91171], [1.00860, 1.82162, 4.01186], [0.93716, -3.24602, -4.51462], [1.57527, -5.61592, -4.38379], [2.55376, -6.52786, -2.30241], [2.88759, -5.04190, -0.35461], [2.24055, -2.67331, -0.48051], [3.50550, -0.83789, -3.31132], [4.33812, 0.24017, -5.36518], [2.74349, 0.99460, -7.10224], [0.31707, 0.67483, -6.75726], [-0.51453, -0.37573, -4.71975], [4.36343, 2.87376, 0.90544], [2.96294, 1.92082, 1.46115], [3.82204, 0.45476, 2.01415], [2.34768, 1.53012, 0.08871], [5.02490, 3.02217, 1.75759], [3.99859, 3.83384, 0.55068], [4.86398, 2.33422, 0.10399], [4.43786, 0.72980, 2.86943], [4.42848, 0.07669, 1.19179], [3.07296, -0.26242, 2.33478], [-0.53060, 1.65833, 0.04242], [-1.60225, 2.08534, -0.79545], [-2.20571, 3.27259, -0.06942], [-3.51901, 3.58587, 0.09835], [-3.70463, 4.82875, 0.76594], [-2.52507, 5.42168, 1.08808], [-1.18057, 4.48965, 0.58150], [-2.65930, 0.99717, -0.89699], [-3.12988, 0.26291, 0.15359], [-4.18576, -0.61169, -0.20769], [-4.50442, -0.51638, -1.52801], [-3.53665, 0.63740, -2.33474], [-1.11239, 2.55119, -2.15672], [-1.84843, 3.13324, -3.14889], [-1.06599, 3.49716, -4.27456], [0.25288, 3.21155, -4.10134], [0.55178, 2.51859, -2.57088], [-4.32716, 2.95339, -0.23759], [-4.66972, 5.25144, 0.99821], [-2.37177, 6.35386, 1.60542], [-2.74192, 0.36670, 1.15808], [-4.68688, -1.27107, 0.48513], [-5.26629, -1.05158, -2.06977], [-2.90785, 3.32768, -3.07097], [-1.46689, 3.96032, -5.16290], [1.06744, 3.37354, -4.78651]], "energy_ha": -3880.886976, "de_lowest_kj_mol": 0.0, "spin_multiplicity": 4, "total_charge": 1, "orbital_gap_ev": [7.635, 7.227]}

{"formula": "C48H43Br2F7NO4S2", "method": "ωB97M-V/def2-TZVPD", "symbols": ["C", "C", "C", "S", "O", "O", "N", "S", "O", "O", "C", "Br", "C", "C", "Br", "H", "H", "H", "H", "H", "H", "H", "H", "F", "C", "C", "C", "C", "C", "C", "H", "H", "H", "H", "H", "F", "C", "C", "C", "C", "C", "C", "H", "H", "H", "H", "H", "F", "C", "C", "C", "C", "C", "C", "H", "H", "H", "H", "H", "F", "C", "C", "C", "C", "C", "C", "H", "H", "H", "H", "H", "F", "C", "C", "C", "C", "C", "C", "H", "H", "H", "H", "H", "F", "C", "C", "C", "C", "C", "C", "H", "H", "H", "H", "H", "F", "C", "C", "C", "C", "C", "C", "H", "H", "H", "H", "H"], "coordinates": [[-0.20589, 1.73337, 4.92613], [-0.41478, 1.81361, 3.61978], [-0.65233, 3.03433, 2.77570], [-0.44124, 4.64272, 3.52024], [-0.82749, 5.59032, 2.49516], [0.95797, 4.66003, 3.89980], [-1.32018, 4.73157, 4.85036], [-2.48482, 5.78241, 5.01206], [-3.11983, 5.55790, 6.28843], [-2.10068, 7.12732, 4.68659], [-3.81502, 5.38961, 3.83300], [-4.55790, 6.93501, 3.03851], [-4.34206, 4.21545, 3.54058], [-5.46120, 3.94321, 2.57588], [-3.75777, 2.63560, 4.40083], [-0.24406, 0.76479, 5.41504], [-0.01673, 2.60743, 5.53506], [-0.39703, 0.87898, 3.06378], [0.09476, 3.07183, 1.97373], [-1.63749, 2.98455, 2.30401], [-6.04598, 4.83943, 2.37442], [-5.05024, 3.54184, 1.64479], [-6.11869, 3.17178, 2.98332], [-2.11823, 0.46140, 1.50760], [-2.59644, -0.65505, 0.93619], [-3.93821, -0.95038, 1.06300], [-4.41427, -2.10807, 0.46533], [-3.55500, -2.94780, -0.23317], [-2.20779, -2.62793, -0.33816], [-1.71987, -1.46885, 0.24678], [-4.58357, -0.28171, 1.61601], [-5.46524, -2.35369, 0.54705], [-3.93512, -3.85023, -0.69368], [-1.53226, -3.27872, -0.87799], [-0.67683, -1.19030, 0.17444], [-3.06132, -0.56685, 5.74404], [-3.82987, -0.47814, 6.84633], [-3.27256, -0.77693, 8.07314], [-4.07170, -0.68022, 9.20312], [-5.40064, -0.29471, 9.09378], [-5.93428, -0.00006, 7.84642], [-5.14683, -0.08945, 6.70864], [-2.23435, -1.07357, 8.13307], [-3.64989, -0.90218, 10.17455], [-6.01680, -0.21737, 9.97964], [-6.96782, 0.30667, 7.75631], [-5.53443, 0.14720, 5.72713], [-6.26924, 1.36542, 0.02579], [-5.63801, 1.57760, -1.14913], [-4.91376, 2.73907, -1.31501], [-4.28031, 2.95574, -2.52931], [-4.37836, 2.02003, -3.54981], [-5.10947, 0.85577, -3.35187], [-5.74712, 0.62463, -2.14214], [-4.84834, 3.46082, -0.51349], [-3.71085, 3.86384, -2.67162], [-3.88128, 2.19368, -4.49537], [-5.18341, 0.12137, -4.14221], [-6.31774, -0.27631, -1.96296], [-1.79761, 4.07145, -0.38824], [-0.71493, 4.06791, -1.18437], [-0.76393, 3.34692, -2.36028], [0.35277, 3.33902, -3.18531], [1.48721, 4.05624, -2.83025], [1.50495, 4.77670, -1.64079], [0.40057, 4.78605, -0.80111], [-1.65382, 2.79180, -2.61641], [0.33016, 2.77524, -4.10936], [2.35601, 4.05113, -3.47550], [2.39042, 5.32860, -1.35396], [0.39580, 5.33580, 0.13364], [-2.13012, -0.99486, -4.47101], [-0.82992, -0.96208, -4.11128], [0.09416, -1.57976, -4.93097], [1.43294, -1.54853, -4.56573], [1.82507, -0.91125, -3.39671], [0.87391, -0.29943, -2.59191], [-0.46823, -0.31829, -2.94532], [-0.23692, -2.07340, -5.83507], [2.17177, -2.01895, -5.19834], [2.86877, -0.89246, -3.11630], [1.17465, 0.20196, -1.68107], [-1.21937, 0.15971, -2.33006], [4.48152, -2.58695, -4.21825], [4.83312, -3.79726, -4.70416], [3.86068, -4.61935, -5.23564], [4.24457, -5.85781, -5.73096], [5.57367, -6.25430, -5.68387], [6.53164, -5.40900, -5.13927], [6.16168, -4.16637, -4.64540], [2.82835, -4.29846, -5.25248], [3.49670, -6.51565, -6.15351], [5.86342, -7.22310, -6.06809], [7.56450, -5.71412, -5.09805], [6.88592, -3.48560, -4.21835], [9.35473, -6.39904, -3.91105], [10.18170, -5.81475, -3.01457], [10.90474, -6.61802, -2.15782], [11.74931, -6.00965, -1.24043], [11.85328, -4.62644, -1.19048], [11.11118, -3.84462, -2.06470], [10.26627, -4.43806, -2.99138], [10.80147, -7.69305, -2.21169], [12.32742, -6.62156, -0.56106], [12.51065, -4.15854, -0.47048], [11.18655, -2.76628, -2.02619], [9.68248, -3.84941, -3.68605]], "energy_ha": -8854.059883, "total_charge": -1, "orbital_gap_ev": 7.693}

{"formula": "C48H43Cl3MnN3O2P2Si", "method": "ωB97M-V/def2-TZVPD", "symbols": ["Mn", "O", "C", "C", "C", "C", "C", "C", "C", "N", "C", "C", "N", "C", "C", "C", "C", "C", "C", "C", "O", "H", "H", "H", "H", "H", "H", "H", "H", "H", "H", "H", "H", "H", "H", "C", "N", "C", "P", "C", "C", "C", "C", "C", "C", "C", "C", "C", "C", "C", "C", "C", "C", "C", "C", "C", "C", "P", "C", "C", "C", "C", "C", "C", "C", "C", "C", "C", "C", "C", "H", "H", "H", "H", "H", "H", "H", "H", "H", "H", "H", "H", "H", "H", "H", "H", "H", "H", "H", "H", "H", "H", "H", "H", "H", "H", "H", "H", "H", "Cl", "Si", "Cl", "Cl"], "coordinates": [[0.87892, -0.52298, -0.47184], [-2.25511, -1.44782, -0.95313], [-2.97742, -0.40348, -1.47498], [-3.15584, -0.30923, -2.83493], [-3.84335, 0.77546, -3.37431], [-4.35646, 1.75637, -2.52792], [-4.18714, 1.66612, -1.16520], [-3.49416, 0.57345, -0.58962], [-3.20836, 0.49663, 0.77434], [-2.70361, -0.61229, 1.41872], [-1.91191, -0.32359, 2.60724], [-0.35540, -0.29795, 2.43025], [0.09098, 0.39841, 1.22094], [-0.09070, 1.68357, 1.29671], [-0.19689, 2.63034, 0.24747], [-0.49133, 3.96197, 0.60874], [-0.75487, 4.92722, -0.32224], [-0.75154, 4.57277, -1.68459], [-0.46950, 3.29691, -2.08059], [-0.16413, 2.26290, -1.14332], [0.12894, 1.09985, -1.55937], [-2.74442, -1.08182, -3.47194], [-3.95570, 0.85563, -4.44766], [-4.90016, 2.59615, -2.94440], [-4.57986, 2.43139, -0.50542], [-3.39084, 1.36708, 1.39843], [-2.12760, -1.06883, 3.37026], [-2.23189, 0.66227, 2.96101], [-0.00931, -1.32989, 2.41511], [0.04908, 0.20218, 3.32239], [-0.29405, 2.09419, 2.29437], [-0.53064, 4.20351, 1.66600], [-0.97221, 5.94380, -0.02354], [-0.99034, 5.32520, -2.42694], [-0.46265, 3.02694, -3.12853], [1.48793, -1.68305, -2.15226], [2.37938, -2.78409, -1.92910], [1.86808, -3.68659, -0.92853], [1.47261, -2.70967, 0.61055], [0.98346, -4.02870, 1.79907], [1.13236, -3.76849, 3.16403], [0.79360, -4.71995, 4.10841], [0.27608, -5.94365, 3.70798], [0.11339, -6.20541, 2.35828], [0.46908, -5.26062, 1.40802], [3.10214, -2.45226, 1.43520], [4.04579, -3.46858, 1.52765], [5.24760, -3.25255, 2.18254], [5.48844, -2.03860, 2.80985], [4.51887, -1.04882, 2.79415], [3.33751, -1.24982, 2.09655], [3.60632, -2.95449, -2.54034], [4.61665, -3.75148, -1.97841], [5.81543, -3.96436, -2.63461], [6.06429, -3.39113, -3.87192], [5.08134, -2.58951, -4.43454], [3.87971, -2.37613, -3.79026], [3.01217, 0.53674, -0.51865], [4.04065, 0.69077, -2.02616], [3.67637, 1.53637, -3.07619], [4.53009, 1.72505, -4.15103], [5.75646, 1.07496, -4.18986], [6.12064, 0.22565, -3.15701], [5.26541, 0.02984, -2.08291], [3.41123, 2.23130, 0.09303], [4.44722, 2.37089, 1.01783], [4.82315, 3.62217, 1.48312], [4.15651, 4.75615, 1.04260], [3.13634, 4.63359, 0.11170], [2.77482, 3.38387, -0.36790], [0.50000, -2.07139, -2.44933], [1.86410, -1.03861, -2.94277], [2.51687, -4.53607, -0.73439], [0.89033, -4.04676, -1.26718], [1.53129, -2.81750, 3.49404], [0.94033, -4.51064, 5.16083], [-0.00385, -6.68498, 4.44546], [-0.29448, -7.15567, 2.03827], [0.31320, -5.48136, 0.36439], [3.83513, -4.44457, 1.10761], [5.99379, -4.03646, 2.21694], [6.42443, -1.87120, 3.32744], [4.67813, -0.11673, 3.32121], [2.58257, -0.47507, 2.07674], [4.47943, -4.18930, -1.00242], [6.56624, -4.58818, -2.16425], [7.00386, -3.56019, -4.38167], [5.25254, -2.12075, -5.39500], [3.14225, -1.75104, -4.27185], [2.71392, 2.03216, -3.04387], [4.24145, 2.38194, -4.96289], [6.42609, 1.22837, -5.02725], [7.07098, -0.29122, -3.18981], [5.54166, -0.63990, -1.27765], [4.96841, 1.48123, 1.34985], [5.64229, 3.71509, 2.18643], [4.44387, 5.73299, 1.41100], [2.61665, 5.51625, -0.24084], [1.98607, 3.30907, -1.09914], [-2.30338, -4.05348, -0.55904], [-2.79961, -2.17714, 0.49304], [-2.42033, -3.27793, 2.32425], [-4.87453, -2.28132, 0.30969]], "energy_ha": -5673.673284, "spin_multiplicity": 6, "total_charge": -1, "orbital_gap_ev": [4.366, 6.621]}

{"formula": "C48H44AsN5O2SrTe", "method": "ωB97M-V/def2-TZVPD", "symbols": ["Sr", "O", "C", "N", "C", "C", "C", "C", "C", "C", "N", "C", "O", "C", "C", "C", "C", "C", "N", "C", "C", "C", "C", "C", "N", "H", "H", "H", "H", "H", "H", "H", "H", "H", "H", "H", "H", "C", "C", "C", "C", "C", "C", "As", "N", "C", "C", "C", "C", "C", "C", "C", "C", "C", "C", "C", "C", "C", "C", "C", "C", "C", "C", "H", "H", "H", "H", "H", "H", "H", "H", "H", "H", "H", "H", "H", "H", "H", "H", "H", "H", "H", "H", "H", "H", "H", "H", "H", "H", "H", "Te", "C", "C", "C", "C", "C", "C", "H", "H", "H", "H", "H"], "coordinates": [[1.53317, -0.81755, -1.01974], [1.54217, -5.37230, -0.59848], [1.58640, -4.12907, -0.54786], [1.50090, -3.21937, -1.51345], [1.34631, -3.57761, -2.86846], [1.13431, -4.89547, -3.30118], [0.95422, -5.21813, -4.63925], [0.98077, -4.22214, -5.59410], [1.18196, -2.90520, -5.20413], [1.36523, -2.54151, -3.86233], [1.49442, -1.20337, -3.43951], [1.48640, -0.17919, -4.28073], [1.46274, -0.14041, -5.52560], [1.46775, 1.21368, -3.62523], [1.10451, 2.28350, -4.44695], [1.08286, 3.56203, -3.92790], [1.43129, 3.75795, -2.59787], [1.76391, 2.64687, -1.84850], [1.77806, 1.40636, -2.34133], [1.78663, -3.57267, 0.86862], [1.99055, -4.50113, 1.89123], [2.21170, -4.05712, 3.17864], [2.22239, -2.69116, 3.42738], [1.99697, -1.84108, 2.36381], [1.77786, -2.26360, 1.11911], [1.11663, -5.66978, -2.55479], [0.79399, -6.25394, -4.92072], [0.84365, -4.45388, -6.64538], [1.20287, -2.12100, -5.94101], [0.86251, 2.06227, -5.47530], [0.79590, 4.40189, -4.55031], [1.42838, 4.73985, -2.14309], [2.02452, 2.74898, -0.79911], [1.97498, -5.54657, 1.62316], [2.38025, -4.76434, 3.98266], [2.40238, -2.29074, 4.41625], [1.97874, -0.76663, 2.51232], [-0.67986, 6.62318, 2.13616], [-0.85926, 5.14532, 1.90541], [-1.11468, 4.63746, 0.64334], [-1.28425, 3.27049, 0.40792], [-1.64075, 2.84201, -0.99224], [-1.18133, 2.36934, 1.47654], [-1.03075, 0.38031, 1.32839], [-0.97004, -0.13181, -0.39604], [-2.06180, -0.41862, -1.18445], [-1.87618, -1.26741, -2.30323], [-2.91045, -1.58688, -3.15999], [-4.19755, -1.09375, -2.94913], [-4.40921, -0.26761, -1.85611], [-3.37096, 0.06777, -0.99719], [-2.74075, -0.29869, 2.07564], [-2.76380, -1.69670, 2.22737], [-1.62921, -2.57427, 1.75883], [-3.87203, -2.31058, 2.80695], [-4.96587, -1.58364, 3.24641], [-6.16105, -2.26139, 3.86360], [-4.93854, -0.20709, 3.07591], [-3.85618, 0.44697, 2.49250], [-3.97714, 1.94079, 2.31485], [-0.91998, 2.87804, 2.76462], [-0.81730, 1.96440, 3.96072], [-0.77354, 4.24450, 2.96107], [-0.74691, 7.17544, 1.19819], [0.29374, 6.83692, 2.58319], [-1.44258, 7.01559, 2.81336], [-1.19396, 5.32013, -0.19843], [-1.39173, 3.62609, -1.70832], [-2.71316, 2.64370, -1.07246], [-1.12900, 1.92391, -1.27602], [-0.89304, -1.68347, -2.49295], [-2.70418, -2.23898, -4.00133], [-5.00947, -1.35294, -3.61752], [-5.39969, 0.13204, -1.66104], [-3.57498, 0.72083, -0.16058], [-0.69220, -2.30944, 2.25400], [-1.45700, -2.46581, 0.68589], [-1.84147, -3.62243, 1.96944], [-3.87455, -3.39196, 2.90555], [-5.99653, -3.33531, 3.95659], [-7.05586, -2.11104, 3.25467], [-6.37234, -1.86389, 4.85921], [-5.79712, 0.38238, 3.38783], [-5.01514, 2.24536, 2.46064], [-3.66244, 2.26115, 1.32228], [-3.36088, 2.49746, 3.02370], [-1.69842, 1.32470, 4.06037], [-0.70979, 2.54513, 4.87789], [0.03976, 1.29337, 3.86867], [-0.58056, 4.61487, 3.96473], [4.89353, -1.63991, -0.80035], [6.13234, -0.06885, -0.10209], [6.06070, 1.21779, -0.65275], [6.87116, 2.25123, -0.20268], [7.79160, 2.03447, 0.81663], [7.88121, 0.76475, 1.37451], [7.06500, -0.26478, 0.92336], [5.35296, 1.40221, -1.45316], [6.78322, 3.23403, -0.65396], [8.42605, 2.83957, 1.16903], [8.59186, 0.57298, 2.17210], [7.14404, -1.24785, 1.37306]], "energy_ha": -4814.500075, "total_charge": -2, "orbital_gap_ev": 5.297}